1.
C32H22AsN2O8S5SbTc | ωB97M-V/def2-TZVPD

E_LUMO: -4.5 eV
gap between HOMO and LUMO: 6.54 eV
total charge: +1
ΔE to the lowest compared entry with this formula, charge and spin: 0.00 kcal/mol

Geometry as XYZ:
```
72
C32H22AsN2O8S5SbTc (ωB97M-V/def2-TZVPD)
Tc 0.97 0.80 0.81
S 0.91 1.53 2.88
C -0.67 1.27 3.63
C -0.75 1.55 4.99
C -1.90 1.20 5.68
C -2.98 0.61 5.02
C -2.87 0.35 3.63
C -1.73 0.72 2.92
As -1.39 0.38 1.07
C -2.88 1.30 0.23
C -2.87 2.67 0.09
C -3.96 3.30 -0.49
C -5.04 2.58 -0.95
C -5.08 1.21 -0.76
C -4.00 0.57 -0.17
C -1.68 -1.49 0.88
C -1.67 -2.02 -0.40
C -1.82 -3.40 -0.59
C -1.92 -4.25 0.50
C -1.80 -3.70 1.77
C -1.70 -2.33 1.99
H 0.07 2.02 5.49
H -1.99 1.37 6.75
H -3.88 0.28 5.53
H -3.74 -0.05 3.11
H -2.02 3.24 0.44
H -3.95 4.38 -0.63
H -5.82 3.12 -1.39
H -5.93 0.65 -1.12
H -4.00 -0.50 -0.06
H -1.57 -1.39 -1.28
H -1.83 -3.80 -1.57
H -1.99 -5.34 0.36
H -1.74 -4.36 2.63
H -1.62 -1.91 3.01
O 3.12 0.85 0.62
C 3.90 -0.10 0.69
C 3.58 -1.50 0.80
C 4.62 -2.42 0.78
C 4.35 -3.76 0.85
C 3.01 -4.21 0.80
C 1.98 -3.35 0.77
C 2.25 -1.94 0.81
O 1.20 -1.16 0.83
N 5.48 -4.66 0.93
O 6.55 -4.13 1.02
O 5.29 -5.86 0.91
H 4.98 0.09 0.64
H 5.65 -2.12 0.71
H 2.83 -5.29 0.76
H 0.92 -3.66 0.67
S 0.33 5.07 3.41
Sb 1.53 6.85 2.83
S 0.82 3.12 0.15
S 2.54 3.97 0.88
S 2.45 6.07 0.72
O 1.20 2.93 -1.57
C 1.14 1.69 -2.08
O 0.99 0.75 -1.33
C 1.07 1.57 -3.55
C 1.27 2.69 -4.36
C 1.26 2.58 -5.73
C 1.13 1.36 -6.33
C 0.98 0.23 -5.48
C 0.98 0.30 -4.12
N 0.89 -1.10 -6.13
O 0.96 -1.10 -7.34
O 0.78 -2.07 -5.41
H 1.37 3.67 -3.91
H 1.36 3.47 -6.35
H 1.14 1.23 -7.41
H 0.96 -0.60 -3.51
```



2.
C20H41N2OP3Ru | ωB97M-V/def2-TZVPD

E_LUMO (alpha / beta): -8.5 / -12.3 eV
gap between HOMO and LUMO (alpha / beta): 6.12 / 5.01 eV
<S²>: 8.774
total charge: +3
ΔE to the lowest compared entry with this formula, charge and spin: 63.14 kcal/mol
2S+1: 6

Geometry as XYZ:
```
68
C20H41N2OP3Ru (ωB97M-V/def2-TZVPD)
Ru 0.00 0.13 0.71
P -1.63 -1.41 0.76
P 1.23 -0.39 2.59
P 1.28 -1.23 -0.57
H 0.65 2.36 -0.39
C -0.43 2.54 -0.51
C -1.44 1.67 -0.34
H -1.44 0.53 -0.51
C -3.25 -0.60 1.01
C -1.58 -2.73 2.02
C -1.98 -2.28 -0.84
C 2.61 0.80 2.71
C 0.37 -0.37 4.24
C 2.12 -2.01 2.82
C 0.96 -1.40 -2.37
C 1.44 -3.04 -0.16
C 3.02 -0.67 -0.60
H -0.67 3.61 -0.76
H -2.47 2.09 -0.43
H -3.29 0.34 0.46
H -3.43 -0.38 2.07
H -4.07 -1.23 0.62
H -1.71 -2.29 3.02
H -0.63 -3.27 1.98
H -2.40 -3.45 1.85
H -1.97 -1.56 -1.67
H -2.98 -2.73 -0.80
H -1.23 -3.06 -1.03
H 3.36 0.42 3.42
H 2.24 1.77 3.05
H 3.07 0.90 1.73
H 0.94 -0.97 4.97
H -0.64 -0.80 4.15
H 0.30 0.67 4.61
H 3.02 -2.03 2.17
H 1.45 -2.85 2.57
H 2.43 -2.09 3.88
H 1.64 -2.18 -2.75
H 1.14 -0.44 -2.87
H -0.07 -1.72 -2.57
H 1.56 -3.58 -1.10
H 0.56 -3.42 0.37
H 2.34 -3.19 0.45
H 3.49 -1.08 -1.50
H 3.57 -1.02 0.28
H 3.06 0.43 -0.63
C -1.05 1.22 -4.24
C 0.08 1.72 -3.60
C 1.33 1.67 -4.23
C 1.41 1.09 -5.51
C 0.29 0.44 -6.09
C -0.95 0.46 -5.44
O -2.21 1.51 -3.57
H -2.89 0.95 -3.95
H -0.09 2.08 -2.59
H 2.18 2.11 -3.71
H 2.38 1.14 -6.04
H 0.38 -0.05 -7.07
H -1.82 -0.08 -5.83
N -0.74 3.91 2.95
C -1.91 3.26 3.31
C -1.75 1.94 2.99
N -0.53 1.81 2.33
C 0.06 3.02 2.31
H -0.53 4.90 3.06
H -2.78 3.75 3.72
H -2.40 1.09 3.16
H 1.01 3.29 1.88
```



3.
C4H7CsO2 | ωB97M-V/def2-TZVPD

E_LUMO (alpha / beta): 2.0 / 2.6 eV
gap between HOMO and LUMO (alpha / beta): 3.36 / 5.36 eV
<S²>: 0.750
total charge: -1
ΔE to the lowest compared entry with this formula, charge and spin: 0.00 kcal/mol
2S+1: 2

Geometry as XYZ:
```
14
C4H7CsO2 (ωB97M-V/def2-TZVPD)
O -5.06 0.87 -1.04
C -4.95 1.28 0.31
C -3.64 2.08 0.48
C -2.52 1.46 -0.32
C -1.28 1.37 0.31
O -0.15 1.12 -0.22
Cs 4.37 -0.54 -0.52
H -2.47 0.85 -1.24
H -4.89 0.39 0.98
H -5.81 1.92 0.55
H -3.42 2.15 1.56
H -3.84 3.11 0.14
H -4.03 1.08 -1.43
H -1.31 1.35 1.43
```



4.
CH8O2S2 | ωB97M-V/def2-TZVPD

E_LUMO: 0.4 eV
gap between HOMO and LUMO: 9.45 eV
ΔE to the lowest compared entry with this formula, charge and spin: 17.84 kcal/mol
structure (SMILES): CSS.O.O

Geometry as XYZ:
```
13
CH8O2S2 (ωB97M-V/def2-TZVPD)
C 0.76 0.45 1.86
S -0.97 1.11 1.80
S -2.17 -0.47 1.74
H 1.28 1.29 1.41
H 0.83 -0.46 1.28
H 0.95 0.21 2.90
H -2.58 -0.55 0.45
O 1.33 -0.74 -1.31
H 1.08 0.19 -1.46
H 1.98 -0.79 -2.03
O -1.08 -0.01 -2.43
H -1.13 0.19 -1.50
H -0.28 -0.44 -2.73
```